Entry 1:
# C4H3ClS

A single C4H3ClS molecule in a non-equilibrium geometry (ωB97M-V with the def2-TZVPD basis set, OMol25).

```
! wB97M-V def2-TZVPD RIJCOSX def2/J DEFGRID3
* xyz 0 1
S -2.80 0.79 1.81
C -1.99 1.03 0.31
C -0.62 0.75 0.22
C 0.41 0.18 -0.15
C 1.52 -0.82 -0.33
Cl 2.39 -0.96 -2.01
H -2.61 1.31 -0.53
H 2.33 -0.50 0.54
H 1.36 -1.78 0.14
*
```

Results
Kohn-Sham gap, eV: 7.77
Structure (SMILES): S=CC#CCCl
F_max, Eh/bohr: 0.0807
E_LUMO, eV: -1.33
ΔE to the lowest compared entry with this formula, charge and spin, eV: 1.084

Atomic partial charges in e from the Mulliken method, atoms 1 to 8: -0.17 -0.47 0.21 0.14 -0.47 -0.17 0.31 0.27

***

Entry 2:
# C26H46N2O8P3Re

C26H46N2O8P3Re as an isolated structure (ωB97M-V with the def2-TZVPD basis set, OMol25).

```
! wB97M-V def2-TZVPD RIJCOSX def2/J DEFGRID3
* xyz 3 2
Re -0.67 -0.50 -1.26
C -2.23 -1.76 -4.43
C -3.07 -0.93 -3.45
O -4.45 -0.94 -3.75
P -3.03 -1.67 -1.78
O -3.01 -0.50 -0.69
O -4.17 -2.64 -1.52
O -1.62 -2.23 -1.46
P -2.47 0.83 -3.47
O -3.50 1.59 -2.55
O -2.18 1.30 -4.81
O -1.15 0.80 -2.48
H -2.64 -2.77 -4.53
H -1.18 -1.83 -4.12
H -2.25 -1.27 -5.41
H -4.60 -0.84 -4.70
H -3.65 0.24 -0.73
H -4.82 -2.86 -2.21
H -4.02 2.29 -2.97
C -1.31 -2.74 4.05
C -0.53 -3.34 2.89
C 0.25 -2.24 2.13
C -0.50 -0.89 2.20
C -2.01 -1.14 2.20
C -2.40 -1.79 3.54
P 0.09 0.32 0.97
C 1.92 0.50 0.93
C 2.42 1.14 2.26
C 3.95 0.99 2.41
C 4.64 0.98 1.05
C 4.19 -0.22 0.21
C 2.79 -0.72 0.62
C -0.58 2.00 1.24
C -1.96 2.27 0.62
C -2.51 3.60 1.14
C -2.83 3.50 2.65
C -1.95 2.46 3.35
C -0.55 2.43 2.74
H -0.62 -2.20 4.71
H -1.75 -3.52 4.66
H -1.22 -3.85 2.21
H 0.17 -4.10 3.23
H 0.40 -2.55 1.09
H 1.24 -2.13 2.57
H -0.25 -0.39 3.14
H -2.25 -1.83 1.37
H -2.59 -0.23 2.04
H -3.34 -2.33 3.40
H -2.61 -1.01 4.27
H 2.07 1.25 0.13
H 1.93 0.66 3.11
H 2.15 2.20 2.28
H 4.18 0.07 2.94
H 4.32 1.80 3.03
H 5.72 0.96 1.18
H 4.42 1.91 0.52
H 4.89 -1.05 0.30
H 4.18 0.07 -0.84
H 2.88 -1.33 1.52
H 2.37 -1.37 -0.15
H 0.15 2.63 0.70
H -2.66 1.47 0.89
H -1.89 2.30 -0.47
H -3.39 3.89 0.58
H -1.76 4.37 0.96
H -3.88 3.26 2.79
H -2.68 4.48 3.11
H -2.41 1.46 3.28
H -1.89 2.67 4.41
H 0.10 1.79 3.34
H -0.12 3.43 2.79
N 4.79 1.28 -4.42
C 3.88 1.23 -3.44
O 3.66 2.11 -2.63
C 3.07 -0.05 -3.28
C 3.44 -1.34 -3.62
C 2.62 -2.41 -3.26
C 1.45 -2.16 -2.58
N 1.09 -0.89 -2.25
C 1.89 0.13 -2.59
H 5.35 2.12 -4.50
H 4.89 0.58 -5.12
H 4.37 -1.54 -4.15
H 2.89 -3.43 -3.50
H 0.79 -2.96 -2.28
H 1.60 1.14 -2.31
*
```

Results
Kohn-Sham gap (alpha / beta), eV: 6.88 / 6.78
Expectation value of S²: 0.757
F_max, Eh/bohr: 0.0093
E_LUMO (alpha / beta), eV: -10.85 / -10.95
ΔE to the lowest compared entry with this formula, charge and spin, eV: 1.162

Atomic partial charges in e from the Mulliken method, atoms 1 to 8: 1.91 -1.38 0.84 -0.60 0.64 -0.74 -0.48 -0.66

***

Entry 3:
# C39H61AsF3N2O8P4Ru

C39H61AsF3N2O8P4Ru as an isolated structure (ωB97M-V with the def2-TZVPD basis set, OMol25).

```
! wB97M-V def2-TZVPD RIJCOSX def2/J DEFGRID3
* xyz 0 6
Ru 0.34 0.05 -0.30
C -0.02 -0.78 3.73
C 0.41 0.67 3.54
C 1.93 0.81 3.40
P -0.37 1.54 2.10
C -0.41 3.31 2.73
C -1.26 4.20 1.82
C -0.78 3.60 4.20
C -2.15 1.06 2.18
C -2.85 1.04 3.37
C -4.22 0.79 3.44
C -4.95 0.78 4.76
C -4.92 0.59 2.24
C -4.25 0.56 1.04
C -2.85 0.73 0.97
N -2.14 0.65 -0.17
C -2.56 0.09 -1.34
C -3.46 -0.98 -1.46
C -3.66 -1.57 -2.69
C -2.99 -1.13 -3.84
C -3.14 -1.86 -5.14
C -2.11 -0.05 -3.72
C -1.89 0.57 -2.50
P -0.69 1.88 -2.15
C -0.01 2.31 -3.81
C -0.99 2.92 -4.83
C 1.25 3.18 -3.70
C -1.78 3.31 -1.63
C -1.08 4.66 -1.80
C -3.18 3.36 -2.24
H 0.45 -1.17 4.64
H 0.31 -1.40 2.90
H -1.10 -0.89 3.82
H 0.11 1.22 4.44
H 2.27 0.31 2.50
H 2.43 0.36 4.26
H 2.24 1.86 3.35
H 0.63 3.61 2.59
H -2.30 3.88 1.83
H -0.89 4.18 0.79
H -1.22 5.23 2.16
H -1.67 4.24 4.25
H 0.02 4.13 4.71
H -1.00 2.73 4.81
H -2.32 1.21 4.30
H -4.24 0.78 5.59
H -5.59 -0.09 4.84
H -5.58 1.66 4.86
H -5.99 0.45 2.26
H -4.81 0.42 0.12
H -3.91 -1.40 -0.57
H -4.32 -2.42 -2.78
H -4.17 -2.19 -5.29
H -2.49 -2.74 -5.10
H -2.85 -1.24 -5.98
H -1.58 0.27 -4.60
H 0.30 1.34 -4.18
H -1.20 3.97 -4.58
H -1.94 2.40 -4.87
H -0.54 2.91 -5.82
H 1.01 4.21 -3.43
H 1.76 3.21 -4.67
H 1.94 2.80 -2.95
H -1.89 3.12 -0.57
H -0.99 4.93 -2.85
H -0.08 4.67 -1.36
H -1.67 5.44 -1.31
H -3.15 3.69 -3.28
H -3.79 4.08 -1.68
H -3.69 2.40 -2.21
N 0.08 -5.05 -0.14
C -0.88 -3.93 -0.56
C -2.19 -4.58 -1.02
P -1.08 -2.96 1.02
O -2.63 -3.24 1.43
O -0.20 -3.65 2.01
O -0.96 -1.49 0.76
P -0.07 -3.08 -2.06
O 1.36 -3.84 -2.03
O -0.82 -3.52 -3.25
O 0.16 -1.62 -1.79
H -0.42 -5.93 -0.02
H 0.48 -4.76 0.77
H 0.82 -5.15 -0.84
H -2.62 -5.20 -0.22
H -2.03 -5.15 -1.93
H -2.92 -3.81 -1.25
H -2.66 -3.57 2.34
H 1.83 -3.57 -1.21
F 4.33 -1.40 2.08
C 3.40 -2.37 2.22
F 2.78 -2.17 3.39
F 4.05 -3.53 2.31
C 2.43 -2.34 1.01
O 2.29 -3.42 0.41
O 1.97 -1.21 0.74
C 4.01 -1.38 -1.69
As 2.84 0.17 -1.82
C 4.15 1.51 -1.26
C 2.86 0.34 -3.79
C 4.21 0.25 -4.43
C 5.02 1.38 -4.55
C 6.27 1.30 -5.13
C 6.75 0.09 -5.60
C 5.95 -1.05 -5.50
C 4.69 -0.97 -4.92
H 4.93 -1.18 -2.23
H 3.52 -2.26 -2.12
H 4.24 -1.57 -0.64
H 5.08 1.44 -1.84
H 4.37 1.31 -0.21
H 3.74 2.51 -1.35
H 2.39 1.28 -4.05
H 2.20 -0.46 -4.14
H 4.65 2.33 -4.19
H 6.89 2.19 -5.21
H 7.73 0.02 -6.05
H 6.31 -2.00 -5.87
H 4.08 -1.85 -4.85
*
```

Results
Kohn-Sham gap (alpha / beta), eV: 4.79 / 6.03
Expectation value of S²: 8.811
F_max, Eh/bohr: 0.0091
E_LUMO (alpha / beta), eV: -2.62 / -1.83
ΔE to the lowest compared entry with this formula, charge and spin, eV: 0.000

Atomic partial charges in e from the Mulliken method, atoms 1 to 8: 0.10 -1.60 0.82 -1.31 0.57 0.81 -1.73 -1.66

***

Entry 4:
# C22H36N3O6RhS2

C22H36N3O6RhS2 as an isolated structure in a non-equilibrium geometry (ωB97M-V with the def2-TZVPD basis set, OMol25).

```
! wB97M-V def2-TZVPD RIJCOSX def2/J DEFGRID3
* xyz 0 1
Rh 0.53 -0.13 0.02
C 3.28 1.35 3.19
C 2.17 0.90 2.30
N 2.37 0.42 1.13
O 3.68 0.34 0.74
C 0.79 0.99 2.74
C 0.43 1.36 4.14
N -0.12 0.75 1.84
O -1.36 0.78 2.01
H 4.17 1.55 2.61
H 3.52 0.56 3.91
H 2.99 2.24 3.74
H 3.66 -0.06 -0.13
H 1.00 0.76 4.85
H -0.64 1.18 4.30
H 0.64 2.41 4.34
C -5.43 2.24 0.16
C -4.07 1.57 0.36
C -3.26 1.58 -0.92
S -1.82 0.46 -0.99
O -1.31 0.69 -2.38
C -2.69 -1.16 -0.98
C -3.07 -1.67 -2.36
C -1.88 -2.17 -3.19
H -6.00 2.24 1.09
H -6.02 1.70 -0.60
H -5.32 3.27 -0.17
H -4.23 0.54 0.71
H -3.52 2.08 1.15
H -2.83 2.57 -1.10
H -3.84 1.30 -1.80
H -3.56 -1.02 -0.34
H -2.01 -1.84 -0.48
H -3.60 -0.89 -2.91
H -3.77 -2.50 -2.21
H -1.32 -1.34 -3.60
H -2.23 -2.80 -4.01
H -1.21 -2.76 -2.56
N 1.42 0.73 -1.89
C 1.95 1.95 -1.43
C 1.12 2.76 -0.64
C 1.61 3.92 -0.09
C 2.92 4.28 -0.33
C 3.75 3.51 -1.14
C 3.26 2.33 -1.68
S 3.49 5.86 0.39
O 4.87 5.97 -0.02
O 3.28 5.64 1.81
O 2.58 6.81 -0.22
H 2.02 0.21 -2.51
H 0.47 0.81 -2.29
H 0.08 2.45 -0.47
H 0.99 4.57 0.53
H 4.76 3.84 -1.32
H 3.90 1.70 -2.29
C -0.22 -5.34 -1.44
C 0.25 -4.78 -0.09
C 1.60 -5.41 0.27
C -0.80 -5.11 0.99
C 0.41 -3.32 -0.14
C 0.54 -2.12 -0.12
H -0.32 -6.42 -1.37
H 0.49 -5.10 -2.23
H -1.20 -4.93 -1.72
H 1.51 -6.50 0.34
H 1.96 -5.03 1.23
H 2.34 -5.18 -0.49
H -0.92 -6.20 1.07
H -1.76 -4.68 0.73
H -0.49 -4.72 1.96
*
```

Results
Kohn-Sham gap (alpha / beta), eV: 5.17 / 5.15
F_max, Eh/bohr: 0.0770
E_LUMO (alpha / beta), eV: -2.72 / -2.74
ΔE to the lowest compared entry with this formula, charge and spin, eV: 2.986

Atomic partial charges in e from the Mulliken method, atoms 1 to 8: -0.09 -1.71 0.48 0.38 -0.53 0.57 -1.78 1.03

***

Entry 5:
# C4H7NO2

A 2-piece molecular cluster, C4H7NO2 overall (ωB97M-V with the def2-TZVPD basis set, OMol25).

```
! wB97M-V def2-TZVPD RIJCOSX def2/J DEFGRID3
* xyz 0 1
O 0.75 0.72 1.55
C 1.34 0.30 0.60
C 1.84 -0.80 -0.23
N 2.12 0.66 -0.45
H 1.23 -1.26 -1.01
H 2.62 -1.43 0.20
H 3.05 1.07 -0.34
C -1.91 0.75 -0.13
C -1.75 -0.73 0.06
O -1.11 -1.46 -0.66
H -1.70 1.27 0.80
H -2.95 0.96 -0.42
H -1.24 1.10 -0.92
H -2.28 -1.16 0.94
*
```

Results
Kohn-Sham gap, eV: 10.71
Structure (SMILES): O=C1CN1.CC=O
F_max, Eh/bohr: 0.0116
E_LUMO, eV: 0.93
ΔE to the lowest compared entry with this formula, charge and spin, eV: 2.749

Atomic partial charges in e from the Mulliken method, atoms 1 to 8: -0.53 0.50 -0.28 -0.42 0.25 0.25 0.25 -0.96

***

Entry 6:
# C26H24CrF2NO7P

C26H24CrF2NO7P as an isolated structure in a non-equilibrium geometry (ωB97M-V with the def2-TZVPD basis set, OMol25).

```
! wB97M-V def2-TZVPD RIJCOSX def2/J DEFGRID3
* xyz -1 4
Cr 1.01 -0.87 1.33
O 2.46 -1.88 -0.19
C 3.81 -1.50 0.10
C 3.89 -0.01 0.33
N 2.94 0.38 1.38
C 3.48 0.14 2.73
C 3.22 -1.29 3.16
O 4.02 -1.87 3.89
O 2.11 -1.77 2.69
C 2.42 1.75 1.26
C 1.19 1.87 2.15
O 0.90 2.94 2.66
O 0.50 0.76 2.28
H 2.14 -1.24 -0.88
H 4.12 -2.06 0.98
H 4.47 -1.78 -0.72
H 4.91 0.28 0.59
H 3.62 0.51 -0.60
H 4.54 0.37 2.79
H 2.95 0.77 3.44
H 3.14 2.52 1.53
H 2.11 1.92 0.22
O 2.84 1.49 -2.33
C 1.80 0.89 -2.08
O 1.68 -0.26 -1.53
C 0.46 1.59 -2.31
C 0.43 2.58 -3.29
C -0.77 3.18 -3.64
C -1.94 2.81 -3.00
C -1.91 1.85 -2.00
C -0.71 1.24 -1.62
P -0.72 -0.06 -0.29
C -1.49 -1.42 -1.27
C -0.68 -2.40 -1.85
C -1.23 -3.42 -2.62
C -2.60 -3.49 -2.81
C -3.42 -2.53 -2.23
C -2.87 -1.50 -1.48
C -2.07 0.55 0.83
C -2.00 1.89 1.23
C -2.93 2.43 2.10
C -3.94 1.63 2.62
C -3.99 0.29 2.29
C -3.05 -0.25 1.41
H 1.36 2.84 -3.78
H -0.78 3.94 -4.42
H -2.88 3.26 -3.28
H -2.83 1.59 -1.50
H 0.39 -2.37 -1.70
H -0.57 -4.16 -3.07
H -3.03 -4.29 -3.41
H -4.50 -2.58 -2.36
H -3.53 -0.75 -1.06
H -1.20 2.52 0.86
H -2.84 3.47 2.39
H -4.68 2.06 3.28
H -4.75 -0.35 2.72
H -3.10 -1.31 1.19
F -0.52 -2.65 2.98
C -0.36 -2.36 1.63
F 0.34 -3.44 1.06
H -1.36 -2.45 1.20
*
```

Results
Kohn-Sham gap (alpha / beta), eV: 8.74 / 8.80
Expectation value of S²: 3.802
F_max, Eh/bohr: 0.0679
E_LUMO (alpha / beta), eV: 2.57 / 2.58
ΔE to the lowest compared entry with this formula, charge and spin, eV: 0.420

Atomic partial charges in e from the Mulliken method, atoms 1 to 8: -0.04 -0.55 -0.83 -0.72 0.65 -0.66 0.37 -0.76

***

Entry 7:
# C6H16

A 2-piece molecular cluster, C6H16 overall in a non-equilibrium geometry (ωB97M-V with the def2-TZVPD basis set, OMol25).

```
! wB97M-V def2-TZVPD RIJCOSX def2/J DEFGRID3
* xyz 0 1
C 0.03 -2.75 1.55
C -1.13 -2.32 0.54
C -1.15 -0.88 0.30
H -0.09 -3.72 1.80
H -0.14 -2.05 2.33
H 0.95 -2.49 1.00
H -1.01 -2.96 -0.32
H -1.91 -2.72 1.08
H -1.30 -0.60 -0.66
H -1.92 -0.39 0.94
H -0.14 -0.42 0.44
C -0.35 2.23 -0.13
C 0.49 1.93 -1.31
C 1.98 1.70 -1.07
H -0.10 3.23 0.33
H -0.12 1.54 0.71
H -1.50 2.27 -0.19
H 0.19 0.99 -1.80
H 0.39 2.76 -2.02
H 2.59 2.70 -1.25
H 2.05 1.36 -0.02
H 2.82 1.00 -1.59
*
```

Results
Kohn-Sham gap, eV: 11.74
Structure (SMILES): CCC.CCC
F_max, Eh/bohr: 0.0932
E_LUMO, eV: 1.08
ΔE to the lowest compared entry with this formula, charge and spin, eV: 2.150

Atomic partial charges in e from the Mulliken method, atoms 1 to 8: -1.26 -0.40 -0.91 0.46 0.31 0.27 0.29 0.32

***

Entry 8:
# C14H41N3O5

A 5-piece molecular cluster, C14H41N3O5 overall in a non-equilibrium geometry (ωB97M-V with the def2-TZVPD basis set, OMol25).

```
! wB97M-V def2-TZVPD RIJCOSX def2/J DEFGRID3
* xyz 0 1
C -0.79 3.41 4.79
O -0.57 3.91 3.47
C -0.27 2.92 2.51
C -1.53 2.21 2.07
C -1.35 0.97 1.16
N -2.45 3.20 1.41
H 0.20 3.15 5.17
H -1.56 2.65 4.81
H -1.10 4.28 5.36
H 0.24 3.45 1.69
H 0.50 2.23 2.86
H -2.08 1.86 2.95
H -2.01 0.21 1.56
H -0.33 0.65 1.42
H -1.37 1.22 0.11
H -3.40 2.86 1.43
H -2.37 3.99 2.05
C -2.37 -2.37 -0.10
O -1.61 -3.46 0.39
C -0.55 -3.02 1.21
C 0.46 -4.16 1.34
C 1.34 -4.02 2.55
N 1.33 -4.24 0.13
H -1.71 -1.74 -0.71
H -2.78 -1.79 0.73
H -3.12 -2.74 -0.79
H -0.04 -2.15 0.80
H -0.95 -2.78 2.21
H -0.10 -5.10 1.32
H 0.69 -4.13 3.43
H 1.85 -3.06 2.65
H 2.03 -4.85 2.65
H 1.66 -3.28 -0.03
H 0.67 -4.32 -0.65
C 1.21 -0.83 -4.58
O 1.92 -0.38 -3.45
C 2.59 -1.45 -2.79
C 3.13 -0.96 -1.42
C 4.30 -1.79 -0.96
N 2.02 -1.07 -0.46
H 1.88 -1.10 -5.39
H 0.54 -0.06 -4.97
H 0.55 -1.66 -4.30
H 1.91 -2.29 -2.61
H 3.44 -1.75 -3.42
H 3.40 0.08 -1.66
H 4.52 -1.63 0.09
H 5.21 -1.47 -1.47
H 4.10 -2.85 -1.13
H 2.33 -0.62 0.40
H 1.23 -0.51 -0.78
C -1.31 1.00 -2.57
O -0.18 0.55 -1.80
H -2.00 0.19 -2.82
H -1.89 1.73 -1.99
H -0.93 1.58 -3.41
H 0.53 0.42 -2.46
C -2.59 5.17 -1.45
O -2.60 3.76 -1.56
H -2.59 5.50 -0.41
H -1.65 5.54 -1.88
H -3.47 5.61 -1.91
H -2.17 3.35 -0.81
*
```

Results
Kohn-Sham gap, eV: 9.59
Structure (SMILES): COC[C@H](C)N.COC[C@H](C)N.COC[C@H](C)N.CO.CO
F_max, Eh/bohr: 0.0478
E_LUMO, eV: 0.67
ΔE to the lowest compared entry with this formula, charge and spin, eV: 1.016

Atomic partial charges in e from the Mulliken method, atoms 1 to 8: -0.64 -0.40 -0.70 0.48 -0.34 -0.53 0.28 0.29

***

Entry 9:
# CH4N2S

CH4N2S as an isolated structure in a non-equilibrium geometry (ωB97M-V with the def2-TZVPD basis set, OMol25).

```
! wB97M-V def2-TZVPD RIJCOSX def2/J DEFGRID3
* xyz 0 1
C 0.68 0.55 0.89
H -0.35 -0.73 -1.93
H -0.85 -1.63 -0.52
H -1.09 0.73 -0.26
H 0.96 -0.34 1.55
N 0.01 -1.02 -0.73
N -0.23 0.18 0.10
S 0.87 2.26 0.91
*
```

Results
Kohn-Sham gap, eV: 8.12
F_max, Eh/bohr: 0.1525
E_LUMO, eV: -0.17
ΔE to the lowest compared entry with this formula, charge and spin, eV: 3.869

Need the Mulliken charges? In units of e they are: -0.09 0.29 0.27 0.29 0.27 -0.67 -0.01 -0.35